Formula: C8H10
Source: OMol25
Level of theory: ωB97M-V/def2-TZVPD

## Properties
* gap between HOMO and LUMO: 9.8 eV
* SMILES: C#CC1[C@H]2CCC[C@H]12
* energy relative to the best compared isomer or geometry (same formula, charge and spin): 6.4572 eV
* HOMO: -8.70 eV

Atoms and positions in Å:
C: 3.4766 0.0880 -0.6049
C: 2.4447 0.1154 0.0350
C: 1.3546 -0.4170 0.8791
C: 0.2027 -0.6689 -0.0004
C: -1.1949 -1.2153 -0.2065
C: -1.9476 0.1576 -0.3471
C: -0.8435 1.3110 -0.1131
C: 0.1021 0.5966 0.8025
H: 4.4056 0.2133 -1.0620
H: 1.6647 -0.5817 1.8513
H: 0.8156 -0.4645 -0.9695
H: -1.3674 -1.9873 -1.0264
H: -1.5130 -1.7220 0.6460
H: -2.7431 0.1463 0.4481
H: -2.4091 0.2355 -1.3439
H: -0.4944 1.7747 -1.0769
H: -1.3727 2.0719 0.3996
H: -0.5808 0.3465 1.6892

Cartesian forces, eV/Å:
C -1.6 0.6 1.1
C 1.8 -1.9 0.4
C 0.1 3.9 -2.1
C 1.4 -1.3 -2.1
C 0.6 -0.2 -1.3
C -0.1 -0.3 -0.3
C -1.0 0.4 -1.4
C -1.1 -1.9 1.1
H 0.7 0.1 -0.6
H 0.1 -1.0 1.9
H -2.4 -0.2 0.8
H 0.6 1.3 0.6
H -0.7 -0.7 1.7
H 0.7 0.5 -0.9
H -0.1 0.1 0.4
H 0.0 -0.8 0.9
H -0.3 1.2 0.5
H 1.3 0.1 -0.8

Formula: C8H10
Source: OMol25
Level of theory: ωB97M-V/def2-TZVPD

## Properties
* gap between HOMO and LUMO: 10.1 eV
* SMILES: C=C1[C@@H]2C=C[C@H]1CC2
* energy relative to the best compared isomer or geometry (same formula, charge and spin): 7.1320 eV
* HOMO: -9.09 eV

Atoms and positions in Å:
C: 1.2603 1.3827 -1.4579
C: 0.6246 0.9239 -0.3786
C: -0.7287 0.8987 0.4721
C: -1.4668 -0.3246 0.0005
C: -0.3736 -1.0971 -0.6449
C: 0.8352 -0.4764 -0.1795
C: 0.8692 -0.4184 1.3511
C: -0.1040 0.3940 1.7132
H: 1.7789 0.4961 -2.2665
H: 1.0692 2.5165 -1.6720
H: -1.3347 1.6712 0.8200
H: -2.3175 -0.2159 -0.7520
H: -1.9062 -0.6409 1.0225
H: -0.3465 -0.8504 -1.8276
H: -0.5461 -2.2762 -0.2229
H: 1.9281 -0.6429 -0.5304
H: 1.4895 -1.4454 1.7341
H: -0.7307 0.1051 2.8190

Cartesian forces, eV/Å:
C -0.5 1.5 -1.7
C -2.0 0.6 -2.4
C 1.5 1.9 0.3
C -3.0 0.8 0.1
C -1.4 -5.1 -1.7
C 6.1 -0.3 2.5
C 2.2 -5.1 -0.1
C -1.1 -2.7 5.2
H -1.1 3.4 2.7
H 0.8 -2.3 -0.5
H -0.9 2.1 -0.7
H 0.9 0.3 1.2
H 0.4 -0.6 -2.0
H -0.6 -1.4 2.5
H 0.9 2.8 -2.1
H -2.2 -0.9 0.0
H -1.9 3.4 0.1
H 1.9 1.7 -3.3